Computed, not measured: a structure of composition C49H46BCl2N6OS3SiW at a distorted geometry, with ωB97M-V/def2-TZVPD.

XYZ file:
```
110
Properties=species:S:1:pos:R:3:forces:R:3
C -1.5760 3.7533 -1.3827 -0.27 0.38 -0.34
H 6.1432 -0.8413 6.6655 0.06 -0.07 0.04
C -6.1564 0.8039 -4.0464 -0.22 -0.03 -0.12
H -2.6768 5.5511 -1.7618 -0.02 0.04 -0.07
H 3.8237 -1.4582 -0.4600 0.24 -0.08 -0.09
H 4.3198 3.5512 1.4261 0.05 0.00 0.10
C -1.2076 -4.3382 -0.2840 -0.60 -0.14 0.05
H 1.0698 -5.6028 -1.2817 -0.04 -0.20 -0.07
H 3.3625 1.2977 6.1987 -0.01 0.00 0.29
W -0.0586 0.9848 -0.7670 -1.00 -0.94 0.25
Cl 1.3702 3.7287 -2.2809 0.39 1.02 -0.31
C 4.6512 -2.2945 4.9749 0.09 0.19 -0.03
H -1.1087 -4.9014 -4.4250 0.03 -0.03 -0.05
H 5.5766 -2.7903 5.2679 0.09 -0.03 0.00
S -0.3443 -1.4223 0.5940 -0.56 0.24 0.17
H -1.8727 -3.4739 -0.2643 0.09 -0.11 0.01
C -0.3239 2.5213 1.8191 1.01 -0.53 1.15
C 1.3781 2.7851 -6.1485 0.10 0.16 -0.17
H -6.0799 -2.6065 3.2526 -0.02 -0.02 0.05
H 4.5968 2.8474 -0.1921 -0.09 0.06 0.12
H 4.7612 1.8327 2.8660 0.11 0.09 0.05
C -2.8622 -3.9918 -3.5908 -0.15 -0.18 -0.06
H 2.7272 -0.9727 4.6435 0.07 0.07 0.03
C 2.0910 -0.2015 2.3352 0.19 -0.09 -0.05
N -0.0141 1.1649 -2.5735 -0.30 0.37 -0.44
C -1.0061 3.3357 0.8847 -0.52 0.38 -1.06
S 2.5693 1.0792 -1.2455 -0.38 -0.41 0.63
H 6.2307 0.6175 4.0505 0.09 0.16 -0.05
H -4.1262 -1.1245 3.5560 0.05 0.03 0.04
H -5.9908 -0.7818 -2.6340 -0.12 -0.08 0.03
C 3.4570 -0.1650 4.5060 0.14 0.24 -0.10
C 2.3129 -3.8623 -0.7295 -0.04 -0.51 -0.18
C 2.8625 0.7663 0.4072 0.33 -0.54 -1.36
H -6.8389 -3.1701 0.9731 -0.05 -0.03 -0.02
H -1.4579 -4.9636 -1.1420 0.04 0.11 0.00
C 5.9843 -0.4406 4.0172 -0.17 -0.13 0.07
C -1.5029 -4.0742 -3.8486 0.06 -0.10 -0.06
H -6.0796 2.5003 -5.3548 -0.04 0.03 -0.05
H 3.3336 -4.0699 -0.9739 0.20 -0.09 -0.08
C -5.9829 -2.5228 1.1139 -0.18 -0.15 0.04
C 3.8887 2.9428 0.6365 0.08 0.49 -0.34
C 1.1076 2.9052 -3.7753 -0.07 -0.10 -0.09
C -4.3149 2.3279 -4.1489 0.00 0.10 -0.13
C 2.8968 1.0070 5.2742 -0.53 0.27 -0.08
C -5.5673 1.9336 -4.5888 -0.04 0.06 -0.06
C -4.2527 0.4702 -2.5967 0.14 -0.27 0.52
H 2.1725 4.3491 -4.9045 0.08 0.10 0.02
H -7.1271 0.4810 -4.4024 -0.05 -0.01 0.02
O -2.1044 0.4702 -0.6973 1.37 0.71 0.32
H 1.5027 2.5133 5.5437 0.08 0.00 0.17
N 3.5425 1.6494 1.1707 -0.53 -0.37 0.17
N 2.4215 -0.3861 0.9375 0.73 0.83 0.44
H 6.8635 -1.0040 4.3292 0.10 0.02 0.04
H -1.6217 4.8076 2.3199 -0.11 0.17 0.00
H 3.8738 -2.5883 5.6775 -0.11 -0.04 0.09
C 0.0861 1.1267 -4.9993 -0.07 0.01 -0.05
H 1.7901 3.1811 -7.0630 0.03 0.06 -0.11
H 5.7474 -0.7148 2.9919 0.05 -0.01 -0.04
C -2.2114 4.9308 -1.0086 0.25 -0.55 -0.24
H -2.7211 6.2418 0.6181 -0.03 0.05 -0.01
C 4.8250 -0.7677 4.9626 0.24 -0.21 0.12
C -2.5258 -1.9436 -2.3370 -0.04 0.41 0.42
C -5.5068 0.0890 -3.0548 -0.10 -0.11 0.06
H -1.5410 3.5137 -2.4377 0.02 -0.05 -0.01
C 1.8220 1.7178 4.8803 0.87 -0.24 1.12
H 5.4433 0.7469 6.3962 0.04 0.15 0.05
C 0.5969 1.6397 -6.1695 -0.05 -0.08 0.10
H -0.4973 -1.2407 -2.2847 -0.27 -0.51 -0.28
C -1.1692 -2.0332 -2.6339 0.27 0.27 0.31
H 1.6703 -1.1374 2.7154 0.09 0.22 -0.05
C -5.3120 -2.0127 0.0160 -0.13 -0.09 -0.09
C -3.3570 -2.9383 -2.8426 -0.10 0.05 -0.01
C 1.2022 -4.6234 -0.8722 0.29 -0.06 0.01
N 1.9614 -2.6726 -0.1656 -0.49 -0.07 -0.09
H 0.3777 1.1375 -7.1006 -0.05 -0.03 -0.05
C -2.2371 5.3207 0.3228 -0.09 0.21 0.49
C 0.6354 -2.6778 0.0095 -0.05 -0.02 0.03
B 3.0423 -1.7060 0.4088 -0.31 0.18 -0.02
C -0.6576 -3.0867 -3.3739 0.07 -0.08 -0.02
H -5.6646 -2.2721 -0.9704 -0.09 -0.08 -0.13
H -1.3472 -4.9166 0.6339 0.02 0.07 -0.02
C 1.0525 1.6745 3.6789 -1.14 0.00 -1.52
H 0.4018 -3.1361 -3.5889 0.07 0.05 0.00
C -5.5582 -2.2073 2.3928 -0.08 -0.06 0.05
H 4.4605 -0.5400 7.1009 -0.08 -0.02 0.13
H 4.3699 -2.6472 3.9854 -0.05 -0.09 -0.15
C 1.6048 3.4327 -4.9420 -0.01 -0.07 -0.03
C 5.2347 -0.3196 6.3686 -0.15 -0.06 -0.17
H -2.9474 -0.2243 1.5840 0.07 0.05 0.02
C 0.3617 1.6886 -3.7227 0.11 0.04 -0.11
C -4.2090 -1.1815 0.1581 0.14 0.26 -0.52
C 3.9461 1.2655 2.4497 -0.02 -0.82 0.56
H 3.5378 -2.2809 1.3458 0.19 -0.12 0.28
H -3.5367 -4.7493 -3.9736 0.00 0.00 0.00
C -3.6654 1.5889 -3.1789 0.24 -0.02 0.21
H 2.9897 3.4364 0.2545 0.15 -0.07 0.04
C -0.9434 2.9125 -0.4685 0.28 -0.24 0.96
N 0.3786 1.4303 1.4565 -1.47 1.48 0.13
H -2.6761 1.8629 -2.8460 0.08 0.08 -0.02
H -4.4185 -2.8820 -2.6572 -0.23 -0.07 -0.01
Si -3.2132 -0.4737 -1.3059 -0.23 -0.65 -0.58
S -0.1327 2.9673 3.4969 0.54 -0.88 -0.97
Cl -0.9690 -0.2485 -5.0600 0.05 0.05 -0.19
H -3.8442 3.2084 -4.5661 0.06 0.03 -0.05
C -1.6334 4.5295 1.2725 0.10 -0.29 -0.06
C -4.4637 -1.3763 2.5592 -0.01 0.00 0.16
C 1.1102 0.9479 2.4976 0.30 0.06 1.34
N 0.1474 -3.8858 -0.3961 0.78 0.48 0.07
C 3.3291 0.2481 3.0689 -0.03 0.15 -0.49
C -3.8029 -0.8723 1.4533 0.21 0.18 0.00
```
Positions in Å, forces in eV/Å.

Values from the calculation:
* HOMO energy (alpha / beta): -2.59 / -4.55 eV
* relative energy (zero: lowest compared OMol25 entry of this formula, charge and spin): 96.77 kcal per mole
* charge: -1
* max |F|: 2.1 eV/Å
* Kohn-Sham gap (alpha / beta): 4.4 / 6.4 eV
* multiplicity: 3
* ⟨S²⟩: 2.038
* E_LUMO (alpha / beta): 0.06695 / 0.06673 hartree

Mulliken atomic charge list, values in e, 6 entries: 0.164, 0.471, -0.737, 0.474, -0.178, 0.361